26
Properties=species:S:1:pos:R:3:forces:R:3 method="wB97M-V/def2-TZVPD" e_above_lowest_kcal_mol=41.4 multiplicity=1 charge=-1 energy_ha=-614.59534 homo_lumo_gap_ha=0.264 e_lumo_ev=3.58
C 0.17362 2.85296 -1.72451 0.57 -1.48 1.14
C 1.38528 2.54232 -2.56920 -0.95 0.09 -0.98
C 0.19805 2.30596 -0.25702 -0.06 1.28 1.46
O 1.32352 1.89463 0.24311 1.20 -0.78 0.18
O -0.82739 2.40605 0.40456 -0.26 -0.12 -0.54
H -0.01370 3.91004 -1.77811 -0.52 0.40 0.53
H -0.67604 2.26572 -2.06084 -0.33 0.45 -0.62
H 2.31942 2.84761 -2.15043 0.56 -0.09 0.49
H 1.27624 3.05735 -3.53006 0.06 0.08 -0.02
H 1.33181 1.49749 -2.81414 0.67 -0.62 0.06
C -1.94211 -2.97223 -1.28748 -0.53 1.08 -1.08
C -0.83227 -0.64456 1.49498 -0.29 0.41 -2.40
C -1.59403 -1.28587 0.51620 -0.04 -1.17 0.38
C 0.55876 -0.76537 1.38197 -0.12 -1.57 1.59
C -1.08505 -2.36381 -0.21095 -0.54 -1.34 -0.36
C 0.98111 -2.04192 0.84485 -0.80 -0.27 0.39
C 0.16310 -2.90707 0.12116 0.11 1.94 0.29
O 1.34218 0.03452 2.05299 0.95 1.28 -0.98
H -1.27833 0.14985 2.04565 -0.01 0.51 0.50
H -2.67080 -1.12266 0.39888 0.35 0.38 0.05
H 1.45033 1.21400 1.25220 -1.35 -0.41 -0.99
H 1.80450 -2.54989 1.26721 1.60 0.32 0.27
H -2.93255 -3.27836 -0.97595 -0.37 -0.03 0.38
H -1.55057 -3.80651 -1.85726 0.58 -0.23 0.22
H 0.54546 -3.90940 -0.11331 -0.46 0.48 -0.28
H -2.11125 -2.17237 -2.05271 -0.02 -0.58 0.35


10
Properties=species:S:1:pos:R:3:forces:R:3 method="wB97M-V/def2-TZVPD" e_above_lowest_kcal_mol=10.8 multiplicity=1 smiles="NC(N)=[NH2+]" charge=+1 energy_ha=-205.74023 homo_lumo_gap_ha=0.448 e_lumo_ev=-4.02
N 0.46097 1.10211 -0.65346 1.20 -0.44 -0.58
C 0.07951 0.02793 0.00083 -1.42 0.54 0.56
N 0.73271 -0.27611 1.14244 0.11 -0.83 0.03
N -0.97863 -0.66497 -0.37875 -0.54 -0.53 -2.06
H 1.44443 1.31804 -0.51218 -0.23 0.34 -0.09
H 0.10051 1.26740 -1.57998 -0.25 0.40 0.00
H 0.43124 0.25641 1.93453 0.36 0.43 0.62
H 0.68181 -1.27491 1.27710 -0.02 -0.10 0.65
H -1.20891 -0.67463 -1.36405 -0.01 0.32 -0.05
H -1.74364 -1.08128 0.13352 0.79 -0.14 0.93


13
Properties=species:S:1:pos:R:3:forces:R:3 method="wB97M-V/def2-TZVPD" e_above_lowest_kcal_mol=20.3 multiplicity=1 smiles="C[C@@H](C=O)CF" energy_ha=-331.67705 homo_lumo_gap_ha=0.386 e_lumo_ev=0.67
C 0.89604 1.09766 -0.05066 -0.51 2.30 1.64
C 0.00963 -0.04913 -0.31360 -0.43 -0.39 -1.57
C -1.34381 0.03474 0.25678 -0.76 0.60 -2.27
C 0.58913 -1.29083 0.07267 4.21 -3.91 -0.09
H 1.13004 1.18729 1.03037 -0.07 -0.33 -0.38
H 0.32731 2.05018 -0.23345 0.84 -0.69 -0.40
H 1.84712 1.02605 -0.53926 0.22 0.15 -0.52
H -0.10107 -0.21002 -1.41086 -0.15 0.33 0.32
H -1.76371 0.90959 -0.22034 -0.70 0.52 0.75
H -1.30713 -0.00235 1.29428 -0.32 0.37 2.00
H 0.00642 -2.21589 0.30997 -0.37 0.89 0.09
O 1.80856 -1.49590 -0.01222 -1.71 0.52 0.45
F -2.09854 -1.04138 -0.18367 -0.24 -0.36 0.00


68
Properties=species:S:1:pos:R:3:forces:R:3 method="wB97M-V/def2-TZVPD" e_above_lowest_kcal_mol=0.0 multiplicity=2 energy_ha=-5571.44117 homo_lumo_gap_ha="0.263 / 0.231" e_lumo_ev="-0.30 / -1.19"
Ru 0.82015 -0.40800 -0.44663 -0.48 0.17 -0.77
Cl -5.40089 -2.04215 1.80151 -0.02 -0.04 -0.01
C -3.90310 -1.21109 1.55314 -0.05 -0.01 0.03
C -2.92318 -1.82827 0.79237 0.13 0.05 0.04
C -1.71202 -1.18205 0.58613 -0.01 0.37 0.05
N -0.64814 -1.68462 -0.19307 0.31 -0.32 0.42
C -0.49000 -2.98700 -0.52103 0.09 0.30 -0.09
O -1.15515 -3.94194 -0.15503 -0.04 -0.13 -0.09
C 0.67987 -3.17187 -1.46950 -0.08 0.00 -0.08
C 0.84698 -4.39112 -2.10062 0.05 0.04 0.00
C 1.87613 -4.53237 -3.01760 0.01 0.04 0.02
C 2.70560 -3.44826 -3.25862 -0.01 -0.07 -0.02
C 2.48203 -2.26768 -2.57172 0.16 0.02 0.12
N 1.49061 -2.12243 -1.69567 -0.10 0.30 0.32
C -1.49150 0.10760 1.14274 -0.06 -0.36 -0.20
C -2.48537 0.70773 1.90500 0.06 -0.10 -0.02
C -3.68446 0.04327 2.10605 -0.04 0.01 0.03
Cl -4.90378 0.81325 3.06182 -0.01 0.03 0.02
N -0.25437 0.68219 0.82961 0.07 -0.01 0.27
C 0.35616 1.61987 1.57680 0.00 -0.10 -0.24
O -0.05123 2.17047 2.58749 0.04 0.12 0.06
C 1.70729 1.98434 0.98901 -0.09 0.09 -0.14
C 2.43392 3.01281 1.56347 -0.10 -0.05 0.00
C 3.63014 3.38928 0.98494 0.07 0.04 0.01
C 4.05871 2.72836 -0.15477 0.05 0.00 -0.06
C 3.28636 1.70163 -0.66480 -0.04 -0.01 0.21
N 2.13420 1.32614 -0.10705 -0.07 -0.27 0.15
H -3.10060 -2.80739 0.37932 0.00 -0.01 -0.02
H 0.15707 -5.18689 -1.85756 0.01 -0.01 -0.01
H 2.02752 -5.47027 -3.53494 0.00 0.00 -0.01
H 3.52197 -3.50277 -3.96484 0.00 -0.03 -0.01
H 3.12762 -1.41197 -2.70723 -0.04 0.02 -0.05
H -2.32268 1.67777 2.34492 0.01 0.02 0.00
H 2.02394 3.48787 2.44361 0.01 0.00 0.00
H 4.21995 4.18930 1.41277 0.00 0.01 -0.01
H 4.98260 2.99220 -0.64991 0.00 0.01 0.01
H 3.59697 1.15589 -1.53638 0.03 -0.11 -0.17
F 1.21594 0.71778 -7.96758 0.00 0.00 -0.01
C 0.87493 0.68716 -6.68068 -0.09 0.01 0.01
C -0.45912 0.68097 -6.30564 0.07 0.02 -0.02
F -1.40651 0.70117 -7.24224 -0.02 0.00 -0.02
C -0.79873 0.64573 -4.96629 0.04 -0.09 0.01
F -2.09940 0.63471 -4.66873 -0.02 0.00 0.00
C 0.15181 0.61451 -3.94470 -0.23 -0.31 -0.18
Se -0.52315 0.66654 -2.15478 0.24 0.51 0.23
C 1.46867 0.63849 -4.36655 -0.02 0.08 0.12
F 2.46411 0.67597 -3.46615 0.16 -0.03 0.18
C 1.84304 0.66855 -5.69812 0.01 -0.02 0.01
F 3.13818 0.68888 -6.02975 0.00 0.00 -0.01
O 2.03568 -1.10622 1.27306 0.05 -0.31 -0.19
C 2.45110 -1.78533 2.20430 -0.05 0.16 0.14
C 3.61784 -2.72342 2.07471 -0.01 0.01 0.06
C 3.03887 -4.15348 2.27632 0.00 0.02 -0.01
C 1.54403 -4.31043 1.91458 0.02 0.04 -0.05
C 0.51532 -3.91236 2.99046 0.01 0.02 0.02
C 0.40331 -2.40583 3.23612 -0.02 -0.02 0.00
N 1.76974 -1.86510 3.38821 0.03 -0.02 -0.06
H 4.37555 -2.50233 2.82931 0.02 -0.01 -0.02
H 4.06554 -2.59745 1.09105 -0.03 0.01 -0.01
H 3.19658 -4.47213 3.31010 -0.02 0.00 0.00
H 3.62040 -4.83704 1.65704 0.02 0.00 0.01
H 1.36406 -5.35488 1.65744 0.01 -0.01 0.03
H 1.34617 -3.74997 0.99775 -0.02 -0.04 -0.01
H 0.79109 -4.40166 3.93220 -0.02 -0.03 0.00
H -0.46351 -4.30245 2.70475 -0.01 0.03 -0.01
H -0.17726 -2.17899 4.12844 0.00 -0.01 0.00
H -0.06483 -1.89155 2.39964 0.01 -0.01 0.02
H 2.28264 -2.40242 4.07636 0.01 0.01 -0.01


What did the second record say?
10
Properties=species:S:1:pos:R:3:forces:R:3 method="wB97M-V/def2-TZVPD" e_above_lowest_kcal_mol=10.8 multiplicity=1 smiles="NC(N)=[NH2+]" charge=+1 energy_ha=-205.74023 homo_lumo_gap_ha=0.448 e_lumo_ev=-4.02
N 0.46097 1.10211 -0.65346 1.20 -0.44 -0.58
C 0.07951 0.02793 0.00083 -1.42 0.54 0.56
N 0.73271 -0.27611 1.14244 0.11 -0.83 0.03
N -0.97863 -0.66497 -0.37875 -0.54 -0.53 -2.06
H 1.44443 1.31804 -0.51218 -0.23 0.34 -0.09
H 0.10051 1.26740 -1.57998 -0.25 0.40 0.00
H 0.43124 0.25641 1.93453 0.36 0.43 0.62
H 0.68181 -1.27491 1.27710 -0.02 -0.10 0.65
H -1.20891 -0.67463 -1.36405 -0.01 0.32 -0.05
H -1.74364 -1.08128 0.13352 0.79 -0.14 0.93


Q: Which value of multiplicity does entry 3 give?
A: 1